1.
DFT (ωB97M-V/def2-TZVPD) results for a molecular structure, C4H16Br2CdN8O4 in a non-equilibrium geometry.

```
35
Properties=species:S:1:pos:R:3
Cd -0.083 -0.864 -0.242
Br 1.069 -3.152 -0.268
Br -1.667 -1.004 -2.589
C 1.599 0.902 -2.402
O 1.445 0.012 -1.578
N 2.782 1.586 -2.480
N 0.601 1.309 -3.241
H 3.482 1.285 -1.828
H 2.927 2.400 -3.045
H 0.884 1.781 -4.083
H -0.162 0.631 -3.318
C -1.166 2.263 -0.385
O -0.977 1.066 -0.219
N -0.449 3.243 0.247
N -2.104 2.667 -1.286
H -0.042 3.005 1.132
H -0.730 4.195 0.088
H -2.260 3.643 -1.455
H -2.495 1.958 -1.887
C -2.474 -2.421 1.024
O -1.838 -1.378 0.871
N -3.799 -2.484 0.692
N -1.937 -3.570 1.514
H -4.357 -3.258 1.000
H -4.212 -1.723 0.189
H -2.518 -4.386 1.505
H -0.956 -3.544 1.726
C 2.047 -0.459 2.238
O 1.073 -0.297 1.505
N 2.622 0.587 2.909
N 2.603 -1.684 2.383
H 3.263 0.442 3.669
H 2.069 1.424 2.954
H 2.373 -2.368 1.666
H 3.387 -1.804 2.997
```

Calculated values
LUMO level   0.35 eV
Spin multiplicity   1
Calculated total energy   -169175.1713 eV
Energy relative to the best compared isomer or geometry (same formula, charge and spin)   0.00 kcal/mol



2.
DFT (ωB97M-V/def2-TZVPD) results for 6 unconnected molecules or ions with the total composition C29H66FN2O7PS2 in a non-equilibrium geometry.

```
108
Properties=species:S:1:pos:R:3
C -3.097 -6.729 -2.482
C -4.312 -6.063 -1.801
C -4.053 -5.752 -0.321
C -5.016 -4.768 0.338
N -4.941 -3.355 -0.087
C -3.689 -2.889 -0.688
C -2.505 -2.909 0.292
C -2.042 -1.508 0.715
C -0.546 -1.478 1.112
P 0.460 -0.594 -0.166
C 1.509 -1.966 -0.764
O 1.043 -2.894 -1.379
N 2.975 -1.877 -0.554
C 3.370 -2.668 0.524
O 3.171 -2.430 1.675
F 4.037 -3.763 0.124
C -6.075 -2.827 -0.739
S -7.248 -2.053 0.074
S -6.108 -2.998 -2.504
C -6.698 -1.392 -3.077
C -7.955 -1.468 -3.957
C -7.673 -1.408 -5.478
H -2.650 -6.080 -3.236
H -3.367 -7.677 -2.945
H -2.311 -6.946 -1.753
H -5.141 -6.773 -1.844
H -4.589 -5.159 -2.338
H -3.009 -5.465 -0.173
H -4.181 -6.693 0.226
H -4.883 -4.824 1.424
H -6.033 -5.127 0.154
H -3.861 -1.848 -0.974
H -3.437 -3.406 -1.621
H -1.667 -3.416 -0.199
H -2.751 -3.495 1.179
H -2.220 -0.798 -0.093
H -2.628 -1.192 1.582
H -0.167 -2.493 1.229
H -0.407 -0.960 2.062
H 1.386 0.143 0.590
H 3.428 -2.204 -1.405
H -6.872 -0.750 -2.216
H -5.867 -0.967 -3.645
H -8.619 -0.643 -3.690
H -8.504 -2.383 -3.737
H -8.176 -0.559 -5.938
H -8.000 -2.325 -5.969
H -6.604 -1.309 -5.673
C 5.437 0.782 5.668
C 4.110 0.091 5.404
C 4.145 -0.760 4.146
O 3.064 1.066 5.312
H 5.677 1.453 4.837
H 5.375 1.385 6.574
H 6.254 0.068 5.778
H 3.848 -0.532 6.260
H 4.358 -0.139 3.271
H 3.185 -1.242 3.980
H 4.913 -1.532 4.211
H 3.262 1.619 4.548
C 3.813 1.244 -4.103
C 3.457 1.877 -2.766
C 4.684 2.118 -1.906
O 2.508 1.066 -2.067
H 4.288 0.271 -3.947
H 2.917 1.085 -4.703
H 4.503 1.873 -4.666
H 2.945 2.824 -2.936
H 5.189 1.172 -1.685
H 4.395 2.575 -0.960
H 5.394 2.778 -2.404
H 2.932 0.222 -1.878
C 1.934 4.612 0.935
C 3.214 5.312 0.506
C 3.298 6.726 1.058
O 3.328 5.317 -0.918
H 1.062 5.152 0.556
H 1.899 3.599 0.532
H 1.857 4.559 2.022
H 4.074 4.737 0.853
H 2.466 7.328 0.683
H 4.225 7.205 0.743
H 3.257 6.728 2.147
H 2.586 5.818 -1.274
C -1.744 -0.237 -5.741
C -2.425 0.050 -4.412
C -1.424 0.442 -3.336
O -3.196 -1.077 -3.990
H -1.046 -1.071 -5.635
H -2.480 -0.511 -6.498
H -1.187 0.632 -6.096
H -3.151 0.854 -4.543
H -0.717 -0.375 -3.159
H -1.931 0.648 -2.393
H -0.857 1.328 -3.624
H -2.591 -1.814 -3.856
C 4.880 4.701 5.796
C 3.627 5.451 6.220
C 3.237 5.128 7.654
O 2.547 5.160 5.333
H 4.699 3.624 5.836
H 5.149 4.952 4.769
H 5.726 4.934 6.444
H 3.796 6.524 6.123
H 3.022 4.060 7.753
H 2.340 5.677 7.938
H 4.038 5.382 8.349
H 2.359 4.218 5.407
```

Calculated values
LUMO level   0.06 eV
Spin multiplicity   1
Calculated total energy   -82131.5558 eV
SMILES string   CCCCN(CCCCPC(=O)NC(=O)F)C(=S)SCCC.CC(C)O.CC(C)O.CC(C)O.CC(C)O.CC(C)O



Number 1: frontier orbital gap 7.867 eV. Number 2: frontier orbital gap 8.137 eV.